The following is a quantum chemistry calculation of a 2-piece molecular cluster, C5H9N overall in a non-equilibrium geometry, from the Open Molecules 2025 dataset.

```
15
Properties=species:S:1:pos:R:3
C -2.08997 0.12757 0.25223
C -0.85626 -0.62904 -0.23380
C 0.43198 -0.11474 0.42510
C 2.67677 -0.69895 -0.56021
C 0.67562 1.30312 0.16775
N 0.86282 2.42227 -0.06755
H -2.22772 0.02100 1.33432
H -2.01491 1.19625 0.02452
H -2.98429 -0.26265 -0.24019
H -0.95555 -1.69854 -0.01522
H -0.76301 -0.53788 -1.32234
H 0.44988 -0.31111 1.50359
H 1.30292 -0.78487 0.05585
H 2.38015 -0.09604 -1.43969
H 3.11159 0.06362 0.11563
```

* 2S+1: 1
* E_LUMO (alpha / beta): -0.8 / -0.8 eV
* charge: 0
* orbital gap (alpha / beta): 8.6 / 8.6 eV
* ΔE to the lowest compared entry with this formula, charge and spin: 110.4 kcal per mole
* E_tot: -6816.2074 eV
* largest force on an atom: 1.30 eV Å⁻¹



The following is a quantum chemistry calculation of a single C19H21N3O molecule in a non-equilibrium geometry, from the Open Molecules 2025 dataset.

```
44
Properties=species:S:1:pos:R:3
C 2.00265 -2.07209 -2.05814
C 1.90132 -0.99916 -1.07490
C 3.11506 -0.43750 -0.59924
C 3.04006 0.73682 0.20591
C 1.75938 1.10828 0.68509
C 0.53125 0.47785 0.32502
C -0.80268 0.83396 1.00509
C -1.55910 1.67095 -0.00563
C -1.87311 1.12796 -1.31080
N -1.42930 1.58894 -2.49841
C -1.74104 0.61701 -3.52585
C -2.53582 -0.41199 -2.85854
N -2.45147 -0.01127 -1.55494
C -1.44626 -0.32866 1.68097
C -1.08145 -0.49543 2.97346
C -1.56142 -1.56368 3.70991
C -2.41081 -2.42790 3.08074
C -2.84701 -2.19375 1.79753
N -2.36555 -1.20697 1.04759
C 0.68647 -0.61950 -0.56934
O 1.77177 2.38512 1.35169
C 3.13744 2.82750 1.34774
C 3.97832 1.60504 0.88231
H 1.04359 -2.40016 -2.54617
H 2.33927 -2.98487 -1.53261
H 2.75210 -1.91409 -2.78674
H 4.07763 -0.81663 -0.80140
H -0.55671 1.40886 1.82225
H -2.50109 1.99909 0.39843
H -1.02887 2.59733 -0.18732
H -0.83291 0.27524 -3.94228
H -2.35981 1.08707 -4.28910
H -3.58884 -0.47405 -3.34625
H -2.10614 -1.42209 -3.06503
H -2.60650 -0.62447 -0.72325
H -0.39649 0.23529 3.44073
H -1.19067 -1.77506 4.71831
H -2.87946 -3.24027 3.52879
H -3.60909 -2.76754 1.38349
H -0.19130 -1.11192 -1.00820
H 3.43865 3.02532 2.38297
H 3.11482 3.69841 0.72474
H 4.71658 1.96411 0.19570
H 4.54655 1.02889 1.59570
```

* SMILES string: Cc1cc2c(c([C@@H](CC3=NCCN3)c3ccccn3)c1)OCC2
* 2S+1: 1
* E_LUMO: 0.5 eV
* charge: 0
* orbital gap: 7.7 eV
* ΔE to the lowest compared entry with this formula, charge and spin: 105.7 kcal per mole
* E_tot: -26559.1927 eV
* largest force on an atom: 7.56 eV Å⁻¹



The following is a quantum chemistry calculation of C15H14ClNO3 as an isolated structure in a non-equilibrium geometry, from the Open Molecules 2025 dataset.

```
34
Properties=species:S:1:pos:R:3
C -3.71418 2.98779 -2.49381
C -3.81416 2.16205 -1.32527
N -4.45728 2.51741 -0.17192
O -4.10967 1.59807 0.72363
C -3.31486 0.52820 0.04727
C -2.97518 0.90219 -1.06540
C -2.13693 0.17809 -1.99938
H -2.92183 -0.90172 -2.47501
H -1.90005 0.55013 -2.82803
O -1.21736 -0.63316 -1.44826
C -0.21659 0.03739 -0.80037
O -0.11633 1.15656 -1.10012
C 0.89819 -0.69348 -0.53906
C 1.89310 -0.09213 0.26327
C 3.04917 -0.84333 0.78287
C 3.25102 -2.03098 1.05348
C 4.27653 -2.57538 1.52991
C 5.28851 -1.80821 2.18794
C 4.99287 -0.56843 2.07818
C 4.08847 0.12594 1.50915
H 4.03404 1.03932 1.27240
H 6.00314 0.16781 2.66914
Cl 6.52453 -2.60186 3.11508
H 4.36270 -3.66547 1.88968
H 2.28582 -3.04129 0.58945
H 1.92577 0.99365 0.06982
H 0.73474 -1.66286 -0.44010
C -3.09571 -0.63419 1.26766
H -3.64998 -0.59487 1.98193
H -2.03988 -0.26127 1.65681
H -2.94988 -1.55185 0.64721
H -4.12003 2.22342 -3.40405
H -4.27528 3.83207 -2.33403
H -2.58343 3.16042 -2.91007
```

* 2S+1: 1
* E_LUMO: -1.1 eV
* charge: 0
* orbital gap: 7.9 eV
* ΔE to the lowest compared entry with this formula, charge and spin: 349.9 kcal per mole
* E_tot: -35922.6192 eV
* largest force on an atom: 15.70 eV Å⁻¹



The following is a quantum chemistry calculation of a single C21H26N2O3S molecule in a non-equilibrium geometry, from the Open Molecules 2025 dataset.

```
53
Properties=species:S:1:pos:R:3
C -1.73449 0.65328 -3.29895
C -1.83523 -0.28279 -2.12962
C -1.98091 -1.64474 -2.33398
C -2.10948 -2.50672 -1.25941
C -2.06957 -2.00805 0.02640
C -1.89615 -0.65119 0.27771
C -1.80445 0.21080 -0.81814
N -1.61439 1.60355 -0.67576
C -2.29573 2.45213 0.10947
O -3.20455 2.17831 0.85911
C -1.89829 3.92928 -0.05224
H -1.91297 4.40090 0.92905
H -2.68003 4.39853 -0.65597
S -0.32337 4.44508 -0.86068
O -0.06870 3.49476 -1.96594
C 0.86951 3.96067 0.47632
C 0.96281 2.46220 0.70161
O 0.64856 1.95551 1.75750
N 1.42832 1.78491 -0.36198
H 1.58661 2.28046 -1.22722
C 1.56971 0.34585 -0.37077
C 3.02867 -0.07680 -0.19917
H 3.63888 0.37585 -0.98484
H 3.38633 0.29318 0.76282
C 3.16966 -1.60046 -0.26067
C 2.30682 -2.29452 0.75797
C 1.27930 -3.13910 0.36161
C 0.49337 -3.78472 1.29991
C 0.71107 -3.57595 2.64993
C 1.72817 -2.72871 3.05628
C 2.52470 -2.10077 2.11703
H 3.32568 -1.45331 2.44328
H 1.90415 -2.56113 4.10870
H 0.09385 -4.07315 3.38390
H -0.28934 -4.45325 0.97330
H 1.09217 -3.29721 -0.69105
H 4.21725 -1.86135 -0.08818
H 2.89740 -1.94532 -1.26037
H 1.16829 -0.04774 -1.30854
H 0.97865 -0.05161 0.45654
H 1.83124 4.35811 0.15103
H 0.55475 4.45887 1.38984
H -1.01508 2.02283 -1.38445
C -1.79621 -0.17910 1.69054
H -2.70990 0.33841 1.98154
H -0.97671 0.52570 1.81737
H -1.63803 -1.02259 2.35814
H -2.16271 -2.67921 0.86655
H -2.23722 -3.56568 -1.42855
H -2.00683 -2.02998 -3.34320
H -2.53406 1.39318 -3.26653
H -1.81611 0.10140 -4.23186
H -0.78544 1.19142 -3.30536
```

* 2S+1: 1
* E_LUMO: 0.4 eV
* charge: 0
* orbital gap: 8.8 eV
* ΔE to the lowest compared entry with this formula, charge and spin: 25.2 kcal per mole
* E_tot: -42158.0142 eV
* largest force on an atom: 1.46 eV Å⁻¹



The following is a quantum chemistry calculation of a single C5H11N3O molecule in a non-equilibrium geometry, from the Open Molecules 2025 dataset.

```
20
Properties=species:S:1:pos:R:3
C 0.57562 -1.99959 0.47385
N 0.35274 -0.84449 -0.36549
C -0.63986 -0.91660 -1.31242
O -1.53858 -1.73589 -1.35252
N -0.69024 0.31665 -1.98431
C -0.37376 1.35887 -1.02867
C -0.01395 0.60507 0.27448
C 1.16492 1.19475 1.01721
N -1.14778 0.49919 1.11943
H -0.29326 -2.24996 1.09689
H 0.76785 -2.86761 -0.15696
H 1.42314 -1.79922 1.12707
H -0.25186 0.35403 -2.89584
H -1.24905 1.99236 -0.86408
H 0.45967 1.98666 -1.35748
H 0.92219 2.21706 1.30350
H 2.04321 1.20077 0.37820
H 1.38280 0.62364 1.91717
H -0.95380 -0.01414 1.97067
H -1.93999 0.07844 0.63929
```

* SMILES string: CN1C(=O)NC[C@@]1(C)N
* 2S+1: 1
* E_LUMO: 0.8 eV
* charge: 0
* orbital gap: 9.8 eV
* ΔE to the lowest compared entry with this formula, charge and spin: 15.3 kcal per mole
* E_tot: -11881.1075 eV
* largest force on an atom: 1.83 eV Å⁻¹